Entry 1:
Here is a molecular structure, C4H3AgO4 from the OMol25 dataset. Energies are from ωB97M-V with the def2-TZVPD basis set.

## Properties
- HOMO (alpha / beta): -26.162 / -25.209 eV
- Multiplicity: 2
- LUMO level (alpha / beta): -15.1 / -20.4 eV
- ⟨S²⟩: 0.7565
- Total charge: +3
- Gap between HOMO and LUMO (alpha / beta): 0.405 / 0.176 Ha

Each line ends with the natural charge from an NBO analysis.
Element x y z (Å)
O (2.26601, 2.56581, -0.28360)  -0.70
C (2.34021, 3.32467, 0.56017)  0.92
Ag (1.90973, 1.15269, -1.82057)  1.42
C (-0.85018, -1.68782, 0.22256)  -0.19
C (0.38572, -0.95287, -0.12872)  0.50
O (0.23490, 0.19745, -0.54767)  -0.48
C (-1.75354, 0.48939, 0.34564)  1.06
O (-1.81235, -0.70303, 0.68656)  -0.33
O (-2.13337, 1.55959, 0.48384)  -0.16
H (-0.68084, -2.40582, 1.03806)  0.34
H (-1.27949, -2.17082, -0.66927)  0.34
H (1.37321, -1.36924, 0.11300)  0.29

=====

Entry 2:
Here is a molecular structure, C4H3AlFO5 from the OMol25 dataset. Energies are from ωB97M-V with the def2-TZVPD basis set.

## Properties
- HOMO: -15.663 eV
- Multiplicity: 1
- Energy above the lowest of the compared OMol25 structures with the same formula, charge and spin: 115.0 kJ/mol
- LUMO level: -8.0 eV
- Total charge: +1
- Gap between HOMO and LUMO: 0.282 Ha

Each line ends with the natural charge from an NBO analysis.
Element x y z (Å)
C (-1.32362, -0.57256, -0.01404)  0.46
C (-0.48972, -1.61923, 0.72322)  -0.14
F (-2.53039, -0.42768, 0.62347)  -0.31
H (-1.50118, -0.79252, -1.07410)  0.20
H (-0.25135, -1.24244, 1.72866)  0.20
H (-1.10759, -2.51891, 0.82577)  0.27
O (0.67564, -1.99780, 0.02258)  -0.46
C (1.80985, -1.18812, 0.00448)  0.36
O (2.78398, -1.73279, -0.47905)  -0.40
O (0.36931, 2.43499, 0.55681)  -0.78
Al (1.44899, 0.78279, 0.47544)  1.86
O (-0.36878, 2.11608, -1.51764)  -0.50
O (-0.63098, 0.60994, 0.07724)  -0.69
C (-0.39935, 1.92922, -0.31485)  0.93